## A
Below is 3 unconnected molecules or ions with the total composition C24H48O8S, with properties calculated with ωB97M-V/def2-TZVPD.

Its total charge is 0. As for the SMILES: C#C[C@@](C)(CSCC)OC(=O)CCCC.COCCOCCOC.COCCOCCOC. The HOMO energy is -8.241 eV.

Cartesian coordinates (Å):
C  -6.37  -3.16  1.45
C  -5.29  -3.29  2.01
C  -3.94  -3.47  2.84
C  -3.91  -4.99  3.28
C  -2.76  -3.12  1.79
S  -3.32  -3.81  0.13
C  -2.59  -2.78  -1.21
C  -3.36  -1.38  -1.42
O  -4.05  -2.51  3.92
C  -3.04  -2.66  4.89
O  -3.38  -3.06  5.99
C  -1.51  -2.32  4.70
C  -0.69  -3.65  5.09
C  0.58  -3.88  4.12
C  0.32  -5.10  3.10
H  -7.37  -3.42  1.03
H  -4.95  -5.34  3.54
H  -3.60  -5.58  2.35
H  -3.16  -5.24  4.07
H  -1.77  -3.56  2.09
H  -2.69  -1.99  1.62
H  -2.64  -3.33  -2.21
H  -1.51  -2.57  -1.01
H  -4.06  -1.14  -0.57
H  -2.58  -0.55  -1.44
H  -3.92  -1.35  -2.41
H  -1.26  -1.96  3.65
H  -1.17  -1.53  5.44
H  -0.34  -3.61  6.17
H  -1.34  -4.58  5.03
H  1.51  -4.12  4.71
H  0.73  -2.90  3.56
H  -0.02  -4.71  2.08
H  -0.51  -5.77  3.46
H  1.27  -5.69  2.92
C  3.82  0.19  -1.99
O  3.13  -0.20  -3.17
C  2.50  -1.48  -3.08
C  1.04  -1.44  -3.51
O  0.15  -0.66  -2.71
C  0.37  0.75  -2.67
C  0.18  1.51  -3.98
O  1.14  1.15  -4.97
C  0.57  0.80  -6.22
H  4.87  -0.09  -2.08
H  3.75  1.28  -1.91
H  3.38  -0.24  -1.09
H  2.58  -1.90  -2.07
H  3.05  -2.14  -3.77
H  0.66  -2.46  -3.45
H  0.94  -1.17  -4.56
H  1.33  0.98  -2.21
H  -0.38  1.13  -1.97
H  0.33  2.58  -3.78
H  -0.85  1.38  -4.34
H  -0.40  0.32  -6.11
H  1.25  0.09  -6.70
H  0.49  1.69  -6.85
C  3.73  6.23  -2.10
O  2.67  6.27  -1.17
C  1.41  5.86  -1.70
C  0.73  4.81  -0.82
O  1.39  3.56  -0.68
C  2.66  3.54  -0.03
C  2.68  3.93  1.44
O  2.31  5.29  1.65
C  1.29  5.47  2.62
H  3.85  7.21  -2.57
H  4.65  6.00  -1.55
H  3.60  5.46  -2.86
H  1.51  5.47  -2.72
H  0.77  6.75  -1.74
H  -0.23  4.58  -1.29
H  0.48  5.22  0.16
H  3.39  4.11  -0.60
H  3.00  2.50  -0.09
H  3.70  3.82  1.81
H  2.04  3.25  2.01
H  0.57  4.64  2.63
H  0.74  6.38  2.36
H  1.73  5.60  3.61

***

## B
Below is 3 unconnected molecules or ions with the total composition C24H48O8S, with properties calculated with ωB97M-V/def2-TZVPD.

Its total charge is 0. As for the SMILES: C#C[C@@](C)(CSCC)OC(=O)CCCC.COCCOCCOC.COCCOCCOC. The HOMO energy is -8.549 eV.

Cartesian coordinates (Å):
C  1.14  -5.86  4.26
C  0.26  -5.09  4.03
C  -0.87  -4.19  3.74
C  -1.83  -4.22  4.93
C  -0.39  -2.75  3.49
S  0.84  -2.18  4.70
C  1.65  -0.94  3.67
C  2.58  -1.53  2.60
O  -1.48  -4.76  2.56
C  -2.71  -4.31  2.15
O  -3.66  -5.03  2.25
C  -2.81  -2.96  1.47
C  -3.87  -2.06  2.16
C  -3.50  -0.56  2.13
C  -3.04  0.00  3.49
H  1.86  -6.57  4.60
H  -1.93  -5.23  5.33
H  -1.42  -3.59  5.72
H  -2.82  -3.83  4.68
H  -1.24  -2.07  3.54
H  0.08  -2.71  2.51
H  2.21  -0.29  4.34
H  0.89  -0.31  3.19
H  2.44  -2.60  2.49
H  2.37  -1.07  1.63
H  3.63  -1.33  2.83
H  -1.85  -2.46  1.41
H  -3.15  -3.16  0.45
H  -4.83  -2.21  1.67
H  -4.01  -2.38  3.19
H  -4.37  0.01  1.80
H  -2.72  -0.41  1.39
H  -1.95  0.05  3.57
H  -3.38  -0.63  4.32
H  -3.41  1.01  3.65
C  -1.00  3.90  -0.69
O  0.19  4.19  0.01
C  0.22  3.79  1.37
C  1.48  3.02  1.72
O  1.62  1.74  1.12
C  1.82  1.64  -0.28
C  3.14  2.18  -0.81
O  3.27  3.58  -0.68
C  4.47  4.03  -0.10
H  -1.73  4.72  -0.60
H  -0.75  3.77  -1.74
H  -1.47  2.97  -0.33
H  -0.66  3.19  1.62
H  0.21  4.69  2.00
H  1.41  2.80  2.79
H  2.37  3.63  1.58
H  0.98  2.05  -0.84
H  1.83  0.57  -0.48
H  3.18  1.92  -1.88
H  3.97  1.66  -0.31
H  4.81  3.35  0.69
H  4.28  5.00  0.35
H  5.26  4.13  -0.84
C  1.21  2.98  -6.34
O  1.11  1.58  -6.18
C  2.04  1.01  -5.28
C  1.40  0.08  -4.27
O  0.53  0.69  -3.34
C  -0.71  1.22  -3.78
C  -1.74  0.20  -4.22
O  -1.38  -0.49  -5.40
C  -1.47  -1.89  -5.33
H  1.89  3.24  -7.15
H  0.21  3.36  -6.60
H  1.54  3.48  -5.42
H  2.61  1.79  -4.75
H  2.76  0.41  -5.86
H  2.22  -0.32  -3.66
H  0.93  -0.77  -4.77
H  -0.58  1.99  -4.54
H  -1.13  1.70  -2.89
H  -2.68  0.74  -4.41
H  -1.93  -0.51  -3.40
H  -1.19  -2.27  -4.35
H  -0.77  -2.30  -6.07
H  -2.48  -2.24  -5.58

***

Most stable of them? B.